Below is C3H4B3NO3SZn as an isolated structure, with properties calculated with ωB97M-V with the def2-TZVPD basis set.

Calculated values
**Total charge**: +2
**Calculated total energy**: -2648.61373 Eh
**Kohn-Sham gap**: 2.184 eV

Geometry as XYZ:
```
16
Properties=species:S:1:pos:R:3:forces:R:3
C -2.382414 -1.731944 -0.378635 -0.95 0.34 -1.24
C -1.776234 -0.531484 -0.807498 0.07 0.47 1.52
B -0.355659 -0.009479 -0.178759 -1.00 0.98 1.85
O 0.665910 -0.864695 -0.293375 -0.20 -0.52 -1.11
B 1.865630 -0.221233 -0.752821 0.38 0.05 -0.14
O 1.883498 1.134298 -0.599632 0.39 -0.65 0.59
B 1.119955 1.523701 0.486861 -0.30 1.45 0.02
N 1.615364 2.151618 1.650563 -0.07 -0.40 -0.21
C 2.488602 1.609521 2.311590 0.03 -0.03 -0.12
S 3.555833 0.826774 3.092740 0.21 0.14 0.30
O -0.261841 1.202864 0.373380 0.09 -0.02 -0.27
H -2.878832 -1.795881 0.584455 1.08 -0.43 0.68
H -2.289174 -2.641975 -0.983187 -0.89 0.04 -0.42
H -2.132581 0.074955 -1.606292 3.05 -1.01 -2.31
H 2.749247 -0.851160 -1.203290 -0.10 -0.07 -0.10
Zn -3.867303 0.124120 -1.696101 -1.77 -0.34 0.95
```
Forces are in eV/Å.